1.
11
Properties=species:S:1:pos:R:3:mulliken_charge:R:1 method="wB97M-V/def2-TZVPD" multiplicity=1 e_lumo_ha="-0.0251 / -0.0487" de_lowest_kcal_mol=120.3 total_energy_ha=-302.2366 total_charge=0 e_homo_ev="-9.25 / -8.59"
C -2.67 -0.32 0.00 0.541
C 1.40 1.26 0.09 -0.187
C 0.00 -0.01 -0.12 0.263
C -1.48 -0.96 -0.04 -0.677
C 1.50 -0.27 -0.04 -0.276
N -3.76 0.06 -0.06 -0.415
N 0.09 1.38 -0.19 -0.477
H 2.11 2.03 0.12 0.417
H -1.34 -1.92 0.31 0.353
H 2.11 -0.41 -0.93 0.217
H 2.04 -0.85 0.87 0.242

=====

2.
89
Properties=species:S:1:pos:R:3:mulliken_charge:R:1 method="wB97M-V/def2-TZVPD" multiplicity=1 e_lumo_ha=-0.1788 total_energy_ha=-4895.9216 total_charge=+1 e_homo_ev=-10.55
C -4.92 0.11 0.74 -0.661
C -5.19 0.01 2.35 -0.289
C -5.00 1.41 3.18 -0.727
C -4.13 2.56 2.40 0.459
C -3.86 3.77 3.52 -0.951
C -2.31 3.69 4.13 0.265
C -1.37 4.53 3.06 -0.349
C 0.23 4.34 3.38 -0.074
C 0.57 4.04 4.96 -0.822
C 0.66 2.45 5.35 -0.551
C 1.68 1.56 4.43 -0.636
C 1.13 0.07 4.02 -0.550
N -0.14 0.10 3.17 0.311
C -0.31 -0.74 2.09 -0.294
N 0.64 -1.79 1.50 -0.289
C 0.82 -1.18 0.09 -0.302
N 1.48 -2.29 -0.72 -0.208
C 2.97 -2.16 -0.37 -0.218
C 3.87 -1.60 -1.65 -0.647
C -0.77 -0.81 -0.23 0.742
C -1.13 0.74 -0.68 -0.954
C -0.05 1.41 -1.72 -0.197
C -0.06 3.05 -1.40 -0.126
Cl -0.34 3.99 -2.97 -0.192
P -1.60 -1.80 -1.66 1.158
O -1.15 -1.28 -3.12 -0.690
O -1.28 -3.51 -1.63 -0.533
O -3.37 -1.64 -1.66 -0.499
N -1.50 -0.88 1.12 -0.027
Br -2.23 -2.60 1.47 0.066
H -3.83 0.42 0.48 -0.044
H -5.11 -0.99 0.30 0.255
H -5.75 0.79 0.24 0.365
H -6.33 -0.31 2.48 0.310
H -4.54 -0.83 2.87 0.117
H -6.06 1.90 3.41 0.291
H -4.50 1.17 4.21 0.161
H -4.74 3.02 1.49 0.387
H -3.08 2.14 2.01 -0.531
H -4.06 4.84 3.09 0.315
H -4.57 3.63 4.46 0.358
H -2.28 4.26 5.15 0.351
H -2.05 2.55 4.18 -0.483
H -1.61 5.68 3.02 0.327
H -1.55 4.10 1.97 -0.142
H 0.63 3.54 2.63 -0.078
H 0.78 5.36 3.10 0.359
H 1.65 4.50 5.17 0.355
H -0.16 4.65 5.67 0.309
H 1.11 2.42 6.46 0.355
H -0.38 1.91 5.42 0.321
H 2.03 2.08 3.44 0.300
H 2.67 1.39 5.07 0.363
H 2.03 -0.47 3.47 0.253
H 0.92 -0.61 4.99 0.284
H -0.88 0.81 3.42 0.201
H 1.51 -1.99 2.02 0.464
H 1.41 -0.16 0.23 0.270
H 1.20 -3.18 -0.21 0.435
H 3.38 -3.23 -0.04 0.366
H 3.13 -1.47 0.58 0.131
H 3.18 -0.82 -2.23 0.045
H 4.14 -2.53 -2.34 0.171
H 4.88 -1.10 -1.28 0.352
H -2.23 0.70 -1.12 0.237
H -1.20 1.37 0.32 -0.219
H -0.42 1.29 -2.83 0.511
H 1.03 0.98 -1.67 -0.123
H -0.99 3.31 -0.68 0.031
H 0.89 3.39 -0.79 0.309
H -0.81 -3.81 -0.80 0.352
H -3.61 -0.75 -2.11 0.381
C 3.25 -3.99 -7.97 -1.352
C 3.92 -4.81 -6.88 0.332
C 3.30 -4.61 -5.48 -0.734
O 3.67 -3.38 -4.84 -0.333
C 2.92 -2.26 -5.27 -0.462
N 5.36 -4.52 -6.88 -0.740
H 3.54 -2.94 -7.95 0.273
H 3.52 -4.37 -8.96 0.341
H 2.16 -4.04 -7.89 0.342
H 3.79 -5.87 -7.15 0.418
H 3.68 -5.41 -4.83 0.341
H 2.21 -4.73 -5.50 0.404
H 1.88 -2.51 -5.51 0.317
H 3.40 -1.80 -6.14 0.234
H 2.92 -1.52 -4.47 0.028
H 5.82 -5.15 -6.22 0.272
H 5.48 -3.60 -6.45 0.329

=====

3.
16
Properties=species:S:1:pos:R:3:mulliken_charge:R:1 method="wB97M-V/def2-TZVPD" multiplicity=1 e_lumo_ha=0.0335 de_lowest_kcal_mol=20.9 total_energy_ha=-250.8633 total_charge=0 e_homo_ev=-9.60 smiles=NCO.CC
N 2.09 1.90 -1.54 -0.512
C 2.90 0.83 -1.08 -0.158
O 3.92 1.18 -0.15 -0.532
H 2.14 2.74 -1.00 0.203
H 2.27 2.18 -2.49 0.226
H 2.32 0.05 -0.58 0.202
H 3.33 0.33 -1.95 0.264
H 3.45 1.59 0.58 0.307
C -3.48 -1.03 1.09 -0.848
C -2.08 -1.64 0.93 -0.718
H -3.53 -0.29 1.89 0.272
H -4.22 -1.77 1.39 0.274
H -3.83 -0.61 0.15 0.276
H -1.69 -1.88 1.92 0.258
H -2.20 -2.61 0.45 0.253
H -1.42 -0.97 0.40 0.232

=====

4.
12
Properties=species:S:1:pos:R:3:mulliken_charge:R:1 method="wB97M-V/def2-TZVPD" multiplicity=1 e_lumo_ha=0.0423 de_lowest_kcal_mol=71.7 total_energy_ha=-265.4213 total_charge=0 e_homo_ev=-8.45
N 2.04 0.22 0.10 -0.461
C -0.26 0.35 -0.10 0.003
C 0.90 1.03 -0.15 0.076
C -1.79 0.36 -0.24 -0.675
C -1.74 -0.92 0.14 -0.173
N -0.35 -1.02 0.36 -0.364
H 2.65 0.04 -0.68 0.193
H 2.53 0.32 0.98 0.183
H 0.97 2.11 -0.34 0.325
H -2.70 0.95 -0.37 0.283
H -2.44 -1.69 0.41 0.385
H 0.19 -1.75 -0.10 0.227

=====

5.
52
Properties=species:S:1:pos:R:3:mulliken_charge:R:1 method="wB97M-V/def2-TZVPD" multiplicity=1 e_lumo_ha=-0.0171 total_energy_ha=-2488.4595 total_charge=0 e_homo_ev=-9.55 smiles="Cc1cc(CC=O)c(CC(=O)O)c2c1C(=O)NC2=O.O=S1(=O)OCCO1.O=S1(=O)OCCO1"
C 0.97 2.62 2.07 -1.445
C 0.45 1.25 1.74 0.422
C 1.17 0.41 0.90 -0.721
C 0.73 -0.87 0.54 1.027
C 1.59 -1.64 -0.44 -0.988
C 1.69 -0.86 -1.74 -0.151
O 0.90 -0.99 -2.63 -0.416
C -0.47 -1.38 1.06 0.636
C -0.97 -2.77 0.76 -0.021
C 0.00 -3.89 0.99 0.244
O 0.03 -4.89 0.34 -0.521
O 0.81 -3.74 2.10 -0.526
C -1.18 -0.53 1.89 0.098
C -0.75 0.75 2.22 -0.626
C -1.77 1.38 3.11 0.254
O -1.79 2.46 3.62 -0.602
N -2.75 0.41 3.28 -0.087
C -2.50 -0.76 2.57 0.475
O -3.22 -1.73 2.56 -0.619
H 1.03 3.23 1.18 0.141
H 0.31 3.10 2.80 0.406
H 1.96 2.56 2.51 0.404
H 2.11 0.77 0.49 0.620
H 2.59 -1.78 -0.03 0.442
H 1.18 -2.61 -0.71 0.293
H 2.52 -0.13 -1.83 0.355
H -1.80 -2.97 1.44 0.574
H -1.38 -2.86 -0.24 -0.310
H 1.50 -3.11 1.90 0.378
H -3.69 0.66 3.55 0.305
O 3.17 5.10 1.28 -0.517
S 2.92 5.46 -0.07 1.134
O 3.37 4.65 -1.14 -0.555
O 3.41 6.97 -0.29 -0.294
C 2.33 7.78 -0.77 -0.346
C 1.09 7.14 -0.17 -0.312
O 1.36 5.73 -0.27 -0.291
H 2.32 7.75 -1.86 0.295
H 2.48 8.80 -0.43 0.298
H 0.19 7.37 -0.73 0.300
H 0.96 7.40 0.88 0.290
O -1.78 -2.70 -2.36 -0.479
S -2.03 -3.66 -3.38 1.035
O -2.23 -3.27 -4.72 -0.567
O -3.25 -4.58 -2.89 -0.333
C -2.85 -5.96 -2.86 -0.349
C -1.36 -5.91 -2.57 -0.066
O -0.90 -4.79 -3.34 -0.304
H -3.06 -6.40 -3.83 0.292
H -3.41 -6.47 -2.09 0.320
H -0.84 -6.80 -2.89 0.316
H -1.15 -5.72 -1.51 0.091

=====

6.
12
Properties=species:S:1:pos:R:3:mulliken_charge:R:1 method="wB97M-V/def2-TZVPD" multiplicity=1 e_lumo_ha="0.0147 / 0.0146" de_lowest_kcal_mol=129.2 total_energy_ha=-339.6267 total_charge=0 e_homo_ev="-8.96 / -8.96" smiles="CC/[N+]([O-])=N/O"
C 0.82 -0.63 -0.14 -1.240
C 0.11 0.73 0.07 -0.224
N -1.35 0.49 0.06 0.726
O -2.15 1.45 -0.02 -0.751
N -1.81 -0.86 0.02 -0.123
O -3.10 -0.76 0.00 -0.425
H 1.95 -0.57 -0.12 0.299
H 0.55 -1.33 0.70 0.338
H 0.44 -1.20 -0.88 0.466
H 0.46 1.47 -0.78 0.273
H 0.25 1.09 1.09 0.256
H -3.39 0.31 0.04 0.406

=====

7.
18
Properties=species:S:1:pos:R:3:mulliken_charge:R:1 method="wB97M-V/def2-TZVPD" multiplicity=1 e_lumo_ha=0.1348 de_lowest_kcal_mol=16.0 total_energy_ha=-347.6242 total_charge=-1 e_homo_ev=-3.77
C -2.11 0.34 1.03 -0.560
C -1.75 1.19 -0.20 -0.954
H -1.23 -0.20 1.38 0.119
H -2.56 0.90 1.83 0.318
H -2.77 -0.44 0.64 0.219
H -2.02 0.65 -1.11 0.241
H -0.74 1.55 -0.30 0.382
H -2.41 2.05 -0.33 0.349
C 1.11 -0.42 0.22 0.251
C 1.00 -1.21 -1.08 -1.141
C 2.62 0.01 0.26 0.282
O 2.83 1.24 0.19 -0.749
O 3.47 -0.90 0.44 -0.751
H 0.68 0.57 0.17 -0.124
H 0.84 -0.98 1.11 0.183
H 1.58 -0.79 -1.91 0.312
H -0.04 -1.37 -1.39 0.309
H 1.51 -2.17 -0.94 0.315

=====

8.
47
Properties=species:S:1:pos:R:3:mulliken_charge:R:1 method="wB97M-V/def2-TZVPD" multiplicity=1 e_lumo_ha=-0.0002 de_lowest_kcal_mol=77.0 total_energy_ha=-999.8170 total_charge=0 e_homo_ev=-8.12 smiles="C=C(C)/C=C/C=C/C.O.O.O.O.O.O.O.O.O"
C 1.44 -1.94 1.60 -1.305
C 2.13 -0.94 0.99 1.351
C 3.58 -0.84 1.47 -1.355
C 1.32 0.02 0.19 -0.177
C 0.16 -0.28 -0.36 0.977
C -0.68 0.70 -1.03 -1.252
C -0.70 2.03 -0.86 0.416
C -1.55 2.95 -1.61 -1.516
H 0.40 -2.29 1.39 0.062
H 1.85 -2.60 2.36 0.264
H 3.69 -1.56 2.24 0.448
H 3.95 0.15 1.88 0.304
H 4.41 -1.19 0.83 0.350
H 1.93 0.98 0.01 0.061
H -0.13 -1.38 -0.14 -0.486
H -1.51 0.24 -1.55 0.660
H -0.11 2.57 -0.07 0.310
H -2.47 3.35 -1.09 0.303
H -1.10 3.91 -1.88 0.400
H -2.01 2.45 -2.49 0.334
O 2.77 1.84 2.80 -0.666
H 2.14 1.07 2.80 0.373
H 1.99 2.48 2.55 0.348
O -3.84 0.39 -0.44 -0.625
H -3.80 0.78 0.48 0.349
H -3.61 -0.48 -0.07 0.313
O -0.48 -3.60 -0.84 -0.602
H -1.21 -3.49 -1.43 0.297
H 0.39 -3.57 -1.32 0.301
O -2.46 -2.10 1.32 -0.560
H -1.84 -2.80 1.00 0.231
H -2.97 -2.78 1.78 0.270
O 0.21 1.17 2.95 -0.729
H 0.17 0.50 2.20 0.322
H -0.76 0.86 3.25 0.330
O -2.06 0.44 1.88 -0.718
H -2.18 -0.46 2.11 0.478
H -1.95 0.64 0.92 0.082
O 0.94 -1.99 -2.55 -0.656
H 0.79 -1.38 -3.35 0.291
H 1.56 -1.45 -2.00 0.347
O -2.25 0.00 -3.67 -0.627
H -2.88 -0.09 -2.98 0.331
H -1.34 -0.02 -3.50 0.373
O 2.43 2.36 -1.78 -0.553
H 3.38 2.10 -1.83 0.276
H 2.28 3.24 -2.17 0.274